# 1
63
Properties=species:S:1:pos:R:3:mulliken_charge:R:1 method="wB97M-V/def2-TZVPD" total_charge=+3 e_homo_ev=-16.04 gap_ev=6.974 energy_ha=-6569.812803 max_force_ev_per_a=0.895
Lu -0.76813 -1.43910 0.09210 1.178
I -3.72184 -2.63575 -0.20238 0.193
C -3.22298 -3.89028 -1.88707 -0.837
I -1.27211 -3.41259 -2.65481 0.177
H -3.96353 -3.70990 -2.65697 0.481
H -3.23008 -4.91935 -1.54879 0.474
I 4.29990 -4.91832 0.22234 0.223
C 2.28277 -4.80299 0.74967 -0.644
C 1.66098 -5.79441 1.50073 -0.130
C 0.31471 -5.65102 1.80588 -0.821
C -0.36115 -4.52910 1.37406 -0.221
N 0.22965 -3.55840 0.65408 0.073
C 1.53043 -3.71322 0.34456 0.073
H 2.21464 -6.65977 1.84069 0.445
H -0.20292 -6.40586 2.38122 0.464
H -1.41130 -4.39752 1.60754 0.409
H 1.99634 -2.93820 -0.25095 0.271
S 1.33478 -0.45420 -0.97902 -0.557
Sb 0.50796 1.72785 -1.32375 1.744
C 2.07902 3.10421 -0.87892 0.675
C 1.90412 4.11473 0.05607 -0.311
C 2.98685 4.93749 0.33123 -0.760
C 4.19565 4.74934 -0.32602 -0.522
C 4.33706 3.74192 -1.27196 -0.759
C 3.27231 2.90129 -1.55972 -0.499
C -1.04245 1.60167 0.18346 -0.084
C -0.80415 2.10305 1.46062 -0.549
C -1.80269 2.04927 2.42531 -0.754
C -3.02609 1.45839 2.13528 -0.862
C -3.26069 0.92742 0.87361 -0.536
C -2.27640 1.00147 -0.11685 -0.572
C -0.32874 1.58022 -3.28382 0.735
C -0.00153 2.52131 -4.24920 -0.568
C -0.51377 2.36394 -5.53061 -0.617
C -1.33409 1.28684 -5.82877 -0.600
C -1.64228 0.34416 -4.85375 -0.676
C -1.13561 0.48777 -3.57342 0.224
H 0.95140 4.29849 0.53473 0.509
H 2.87729 5.73310 1.05600 0.437
H 5.03183 5.39964 -0.10733 0.436
H 5.27525 3.60741 -1.79317 0.419
H 3.38123 2.11200 -2.29423 0.416
H 0.14401 2.56866 1.70093 0.523
H -1.62753 2.48680 3.40014 0.538
H -3.81344 1.44740 2.87802 0.516
H -4.23899 0.52716 0.63588 0.788
H -2.54923 0.78665 -1.14861 0.692
H 0.63799 3.36422 -4.01763 0.457
H -0.26703 3.08945 -6.29405 0.428
H -1.73718 1.17652 -6.82643 0.418
H -2.26656 -0.50601 -5.09632 0.405
H -1.35204 -0.25760 -2.81692 -0.208
Br 2.73025 0.91982 4.16800 -0.066
C 1.07191 0.05514 3.94533 -0.445
C 0.20844 -0.15727 5.01317 -0.127
C -1.01357 -0.76015 4.75531 -0.796
C -1.33619 -1.11885 3.46150 -0.480
N -0.49546 -0.93965 2.42953 0.168
C 0.69728 -0.37149 2.68362 -0.076
H 0.48866 0.13936 6.01556 0.513
H -1.71257 -0.95381 5.55727 0.479
H -2.29860 -1.56405 3.24104 0.488
H 1.38821 -0.25532 1.85697 0.612

# 2
10
Properties=species:S:1:pos:R:3:mulliken_charge:R:1 method="wB97M-V/def2-TZVPD" total_charge=+1 e_homo_ev=-14.18 gap_ev=9.826 energy_ha=-532.359719 max_force_ev_per_a=5.483
C -0.48287 -0.26809 0.82412 -0.165
C 0.43920 -0.11246 -0.31648 -0.198
N -0.49166 0.95496 0.00936 -0.197
S 2.15958 0.26955 -0.26148 -0.125
H -1.34099 -0.91896 0.71258 0.274
H -0.13525 -0.17118 1.84596 0.270
H -0.00985 -1.16902 -1.46869 0.319
H -1.28547 1.18925 -0.58814 0.309
H -0.07828 1.78630 0.44383 0.314
H 2.57252 -0.99506 -0.17526 0.199

# 3
54
Properties=species:S:1:pos:R:3:mulliken_charge:R:1 method="wB97M-V/def2-TZVPD" total_charge=-2 e_homo_ev="-0.27 / -0.27" gap_ev="3.522 / 3.521" energy_ha=-4781.792673 max_force_ev_per_a=1.788
Rb -1.80724 -1.10917 0.81036 0.684
C 2.68070 0.73719 2.21873 -1.362
C 1.51253 1.65349 1.94519 0.888
C 1.52450 2.50309 0.84697 -0.529
C 0.48256 3.40737 0.61933 0.715
C 0.48623 4.29391 -0.60069 -1.567
C -0.57841 3.44015 1.50796 -0.447
C -0.62732 2.59175 2.61137 0.812
C -1.85199 2.56590 3.48835 -1.434
C 0.42011 1.70194 2.81623 -0.648
H 3.32287 1.14370 3.00567 0.339
H 3.29469 0.60468 1.32538 0.320
H 2.35463 -0.24925 2.54856 0.151
H 2.35043 2.45522 0.14068 0.216
H 0.74495 3.71738 -1.49165 0.297
H 1.21852 5.10165 -0.49921 0.395
H -0.49801 4.73865 -0.75287 0.324
H -1.44228 4.06213 1.29092 0.250
H -2.26349 3.56861 3.61789 0.327
H -1.62156 2.14721 4.47116 0.383
H -2.63547 1.96033 3.01902 0.217
H 0.38253 1.03203 3.67223 0.321
N 0.72460 1.08447 -2.48639 -0.645
N -0.68819 1.17831 -2.47341 0.252
C -1.42889 0.88226 -3.53621 0.416
N -2.75873 0.96296 -3.35378 -0.273
S -0.74398 0.42445 -5.05653 -0.588
H 0.96277 0.81991 -3.44243 0.227
H 0.96850 0.30167 -1.88481 0.120
H -1.11674 1.33261 -1.54928 0.121
H -3.19081 0.89750 -2.41707 0.227
H -3.29573 0.60533 -4.12360 0.217
Se 1.09831 -3.11571 2.14825 0.266
N 0.78871 -2.42316 0.56419 -0.180
C 1.57760 -3.04959 -0.27718 0.538
C 1.59611 -2.81269 -1.70182 -0.594
C 2.44456 -3.53089 -2.45814 -0.685
C 3.32458 -4.52890 -1.88087 -0.427
C 3.33688 -4.79215 -0.56110 -0.667
C 2.44719 -4.05445 0.29945 0.755
N 2.35700 -4.22055 1.60342 -0.853
H 0.91846 -2.08901 -2.13549 0.549
H 2.45819 -3.37275 -3.52899 0.425
H 3.98349 -5.08475 -2.53715 0.343
H 3.98546 -5.54493 -0.13332 0.410
C -2.41236 -4.40588 0.95876 -1.045
H -2.19788 -4.68913 -0.08322 0.171
H -3.44631 -4.64825 1.23706 0.162
H -1.70394 -4.91060 1.64076 0.095
O -3.75896 0.58452 1.40623 -0.758
S -3.48031 1.24930 0.11797 0.919
O -1.99148 1.22464 -0.11107 -0.750
O -4.09828 0.50459 -1.00135 -0.767
S -4.10931 3.15292 0.14555 -0.631

# 4
16
Properties=species:S:1:pos:R:3:mulliken_charge:R:1 method="wB97M-V/def2-TZVPD" total_charge=0 e_homo_ev=-9.87 gap_ev=10.868 energy_ha=-363.003276 max_force_ev_per_a=0.743
C -0.41649 -2.40983 0.15023 -0.648
O 0.05099 -1.18418 0.71860 -0.314
C -0.60566 -0.08398 0.29917 0.705
C -0.31135 1.12500 1.20043 -0.845
O -1.46148 -0.09939 -0.55413 -0.571
H 0.24345 -3.19577 0.52337 0.239
H -1.44060 -2.59442 0.48779 0.261
H -0.40212 -2.38604 -0.94202 0.298
H 0.49901 0.94213 1.90951 0.278
H -0.10265 2.07716 0.69861 0.320
H -1.24515 1.28754 1.73966 0.278
C 0.87873 1.55718 -1.35395 -0.490
N 1.19101 0.33452 -1.25186 -0.389
H -0.17792 1.79976 -1.51368 0.396
H 1.56811 2.39949 -1.24000 0.289
H 2.15649 0.18349 -0.96843 0.193

# 5
6
Properties=species:S:1:pos:R:3:mulliken_charge:R:1 method="wB97M-V/def2-TZVPD" total_charge=0 e_homo_ev="-9.16 / -9.16" gap_ev="8.519 / 8.521" energy_ha=-518.437829 max_force_ev_per_a=9.786
F -2.84266 0.36588 0.03585 -0.151
C -1.66424 -0.11337 0.20633 0.140
C -0.30237 0.27508 0.33556 0.004
P 1.16944 -0.61622 0.14151 -0.063
H 1.91951 0.44340 0.44484 0.030
H 1.72032 -0.35477 -1.16408 0.040

# 6
15
Properties=species:S:1:pos:R:3:mulliken_charge:R:1 method="wB97M-V/def2-TZVPD" total_charge=0 e_homo_ev=-9.03 gap_ev=9.803 energy_ha=-957.237870 max_force_ev_per_a=3.120
C 2.53180 0.62297 0.70153 -1.001
C 1.52733 -0.16798 -0.09000 0.775
O 1.77823 -0.98714 -0.92976 -0.536
O 0.27141 0.19373 0.24461 -0.251
C -0.79104 -0.45617 -0.40524 -0.404
Si -2.46736 0.79678 -0.15620 0.494
S -1.16292 -2.05776 0.43198 -0.213
H 2.73934 1.54834 0.16877 0.262
H 2.12859 0.86405 1.68102 0.312
H 3.45344 0.05618 0.79237 0.320
H -0.53762 -0.67993 -1.44067 0.425
H -2.12603 2.03702 -0.84317 -0.106
H -2.60849 0.97132 1.28129 -0.095
H -3.57472 0.07823 -0.77451 -0.116
H -1.16197 -2.81964 -0.66204 0.134

# 7
9
Properties=species:S:1:pos:R:3:mulliken_charge:R:1 method="wB97M-V/def2-TZVPD" total_charge=0 e_homo_ev="-9.29 / -10.96" gap_ev="8.053 / 9.627" energy_ha=-502.793699 max_force_ev_per_a=4.146
C -0.81330 0.92210 -0.56210 0.502
N -1.31546 0.82964 0.52693 -0.329
N 0.67050 -0.96562 -1.03097 -0.199
N -0.79628 1.11748 -1.82924 0.105
F 0.23711 -1.50415 0.16579 -0.146
F 0.29502 1.45388 -2.58674 -0.108
F -1.82391 2.35997 -2.21225 -0.362
H -1.31919 0.33634 1.34861 0.258
H 1.46747 -0.26656 -0.79666 0.279

# 8
19
Properties=species:S:1:pos:R:3:mulliken_charge:R:1 method="wB97M-V/def2-TZVPD" total_charge=0 e_homo_ev=-9.30 gap_ev=9.525 energy_ha=-385.242220 max_force_ev_per_a=2.145
C -3.40423 -1.18921 1.07820 -0.809
C -2.30561 -0.59101 0.63778 0.081
C -1.24000 -0.06317 1.52780 -0.013
C -0.24969 0.71832 1.09079 -0.502
H -3.57187 -1.35000 2.13010 0.274
H -4.27266 -1.44151 0.47932 0.264
H -2.04414 -0.48932 -0.41618 0.150
H -1.07362 -0.71977 2.38822 0.267
H 0.52367 0.90749 1.83332 0.262
H -0.04865 0.91318 0.03713 0.026
O 2.06450 2.95581 -1.33373 -0.613
H 2.72618 2.26301 -1.23511 0.294
H 1.47842 2.75339 -0.60712 0.311
O 3.53180 -1.67072 -0.86409 -0.637
H 3.30763 -2.25856 -0.13892 0.331
H 3.26061 -0.78856 -0.64579 0.300
O 0.52736 0.40180 -2.01192 -0.590
H -0.31935 0.00588 -2.13240 0.276
H 1.10966 -0.35704 -1.81740 0.326

# 9
21
Properties=species:S:1:pos:R:3:mulliken_charge:R:1 method="wB97M-V/def2-TZVPD" total_charge=0 e_homo_ev=-9.36 gap_ev=10.262 energy_ha=-403.399106 max_force_ev_per_a=2.671
C 2.67092 -0.33557 0.28158 -0.536
O 1.99926 0.43476 -0.77647 -0.363
C 0.78563 1.11246 -0.29531 -0.526
C -0.61265 0.33820 -0.77503 0.320
C -1.70220 0.32896 0.44999 -0.553
N -2.10645 1.80286 0.66419 -0.549
O -0.37166 -0.96720 -1.40854 -0.401
C -0.20621 -2.04798 -0.42446 -0.547
H 3.67124 0.20546 0.63940 0.233
H 2.89404 -1.41915 -0.16613 0.208
H 1.92575 -0.49669 1.16952 0.247
H 0.78403 2.19007 -0.80924 0.243
H 0.78887 1.33916 0.87221 0.294
H -1.07524 1.03693 -1.62427 0.282
H -1.10816 0.04085 1.44410 0.276
H -2.62961 -0.36662 0.28910 0.240
H -2.86380 1.84464 1.38066 0.255
H -2.47031 2.12647 -0.26679 0.240
H -1.19415 -2.67996 -0.39834 0.249
H 0.62878 -2.77584 -0.86961 0.203
H 0.19190 -1.71183 0.62340 0.184